Record 1
The molecule C26H27N3O4, computed with ωB97M-V with the def2-TZVPD basis set.

Calculated values
Structure (SMILES): COc1ccc(Cc2nc3ccc(C(=O)N[C@@H](C)Cc4ncccc4C)cc3o2)cc1OC

Geometry as ORCA input:
```
! wB97M-V def2-TZVPD RIJCOSX def2/J DEFGRID3
* xyz 0 1
N 4.27804 1.39240 -0.12892
C 3.29586 -1.88358 2.02354
N 4.32868 -1.11818 1.72015
C 0.63499 1.54869 2.06490
C -0.38751 2.01194 -0.08777
H 2.94753 -3.61200 -0.83464
C -4.78181 0.71106 1.02286
H 5.42820 0.60321 -1.61153
C -7.21388 -1.98203 -2.12100
H 2.88548 -1.74389 3.01549
H 0.83595 1.76367 -1.85061
O -5.59198 -1.29958 1.80624
C -6.00333 -0.63864 -0.55495
H -7.71862 -2.94694 -2.09181
C 4.89252 -1.22336 0.52208
C -0.46907 1.93729 1.31905
H -4.92304 2.24669 -1.97115
H -6.41400 -2.01645 -2.86780
O -6.70767 -1.78784 -0.82498
H -7.93641 -1.20608 -2.39444
H 6.08882 -2.05078 -1.81708
H -3.87941 3.68204 -0.35194
H 1.91178 -3.41063 1.41889
H 6.34691 0.10737 1.26483
O 3.11877 0.51502 -1.85641
C 2.75928 -2.80383 1.14073
O -1.60478 2.40691 -0.54251
H -7.28643 -2.45035 1.44820
C -5.78063 0.35113 -1.50327
H -4.12681 3.33770 1.38512
C 6.02766 -0.26400 0.28907
H 6.25736 2.89151 -1.15054
H -6.13336 -3.00070 2.68923
H 4.55754 -1.42039 -2.43924
H -5.74227 -3.19365 0.96246
C -5.07490 1.50393 -1.20296
C 4.42824 -2.11569 -0.44991
H 0.57274 1.46716 3.13753
H -4.38765 0.82733 2.02023
C -2.35600 2.55132 0.57950
H 6.87169 -0.75939 -0.19134
C -3.78352 2.93202 0.43380
H 6.70617 2.42359 0.49350
N -1.74647 2.29236 1.68523
C 6.58781 2.06469 -0.52700
C -5.48595 -0.45540 0.74286
H 4.78755 -3.16111 -2.27487
H -6.16322 0.23087 -2.50381
C 1.87874 1.36436 -0.01559
C 3.34095 -2.91261 -0.11009
C -4.57601 1.69713 0.07200
C 5.01140 -2.19723 -1.82314
H 2.66142 0.93178 1.93811
C 0.77070 1.72146 -0.77558
C 1.80022 1.27056 1.38087
C 5.57347 0.92859 -0.57765
H 4.22990 1.74198 0.81520
C 3.13380 1.03023 -0.75216
C -6.22894 -2.55228 1.70016
H 7.55353 1.72065 -0.88714
*
```

Want to see where the charge sits? The Löwdin charges in e are: number 1, N, carries 0.106; number 2, C, carries -0.158; number 3, N, carries 0.102; number 4, C, carries 0.007; number 5, C, carries -0.174; number 6, H, carries 0.115; number 7, C, carries 0.050; number 8, H, carries 0.136; number 9, C, carries -0.084; number 10, H, carries 0.104; number 11, H, carries 0.131; number 12, O, carries -0.064; number 13, C, carries -0.189; number 14, H, carries 0.095; number 15, C, carries -0.256; number 16, C, carries -0.207; number 17, H, carries 0.113; number 18, H, carries 0.097; number 19, O, carries -0.118; number 20, H, carries 0.097; number 21, H, carries 0.078; number 22, H, carries 0.127; number 23, H, carries 0.100; number 24, H, carries 0.117; number 25, O, carries 0.063; number 26, C, carries -0.056; number 27, O, carries 0.141; number 28, H, carries 0.094; number 29, C, carries -0.015; number 30, H, carries 0.132; number 31, C, carries -0.086; number 32, H, carries 0.080; number 33, H, carries 0.093; number 34, H, carries 0.076; number 35, H, carries 0.095; number 36, C, carries -0.040; number 37, C, carries -0.208; number 38, H, carries 0.114; number 39, H, carries 0.133; number 40, C, carries -0.319; number 41, H, carries 0.116; number 42, C, carries -0.048; number 43, H, carries 0.078; number 44, N, carries 0.202; number 45, C, carries -0.046; number 46, C, carries -0.184; number 47, H, carries 0.081; number 48, H, carries 0.102; number 49, C, carries -0.123; number 50, C, carries -0.022; number 51, C, carries -0.226; number 52, C, carries -0.034; number 53, H, carries 0.092; number 54, C, carries 0.078; number 55, C, carries -0.036; number 56, C, carries -0.353; number 57, H, carries 0.139; number 58, C, carries -0.444; number 59, C, carries -0.076; number 60, H, carries 0.080

---

Record 2
The molecule C5H9NO, computed with ωB97M-V with the def2-TZVPD basis set.

Calculated values
Structure (SMILES): C/C(O)=C1/CN1C

Geometry as ORCA input:
```
! wB97M-V def2-TZVPD RIJCOSX def2/J DEFGRID3
* xyz 0 1
C -0.93950 1.38631 -0.23964
C -1.61139 -0.57456 -1.50742
O 2.30555 0.83632 0.46205
H -2.69757 -0.53556 -1.62432
H -1.17006 1.91036 -1.16430
H 0.37943 -1.59011 1.62745
C 1.20866 0.02224 0.52198
H -1.21395 1.92159 0.66842
C 0.08369 0.36507 -0.09770
H -1.15169 0.01594 -2.31837
H -1.28997 -1.61324 -1.61712
H 2.12918 1.46729 -0.24870
H 2.09453 -1.87780 1.12212
N -1.26262 -0.06622 -0.17400
H 1.72797 -0.70077 2.40013
C 1.36267 -1.13433 1.45510
*
```

Want to see where the charge sits? The Löwdin charges in e are: number 1, C, carries -0.077; number 2, C, carries -0.106; number 3, O, carries 0.040; number 4, H, carries 0.079; number 5, H, carries 0.098; number 6, H, carries 0.086; number 7, C, carries -0.337; number 8, H, carries 0.109; number 9, C, carries -0.235; number 10, H, carries 0.080; number 11, H, carries 0.079; number 12, H, carries 0.109; number 13, H, carries 0.082; number 14, N, carries -0.088; number 15, H, carries 0.094; number 16, C, carries -0.012

---

Record order is preserved below.
Max |F|: 1.330 0.437 eV Å⁻¹
Record order is preserved below.
Energy relative to the best compared isomer or geometry (same formula, charge and spin): 90.6 322.1 kJ/mol
Record order is preserved below.
HOMO-LUMO gap: 8.843 8.921 eV